{
  "formula": "C8H16ClO20S4Ti",
  "method": "ωB97M-V with the def2-TZVPD basis set",
  "spin_multiplicity": 4,
  "e_above_lowest_kcal_mol": 10.8,
  "orbital_gap_ev": [4.970, 8.188],
  "species": ["Ti", "Cl", "O", "O", "O", "O", "C", "C", "O", "S", "O", "O", "O", "H", "H", "H", "H", "C", "C", "O", "S", "O", "O", "O", "H", "H", "H", "H", "C", "C", "O", "S", "O", "O", "O", "H", "H", "H", "H", "C", "C", "O", "S", "O", "O", "O", "H", "H", "H", "H"],
  "positions_angstrom": [[1.4525, -1.5354, 0.3298], [2.1463, -2.7443, -3.5947], [2.0597, -2.2328, -2.2426], [3.5080, -2.6788, -3.9904], [1.6282, -4.0644, -3.5587], [1.3769, -1.9565, -4.5292], [-2.9336, -4.4049, 2.0442], [-1.6977, -5.2842, 1.9880], [-0.8680, -4.7404, 2.9981], [-0.8623, -3.1000, 2.7918], [-0.0022, -2.7275, 1.7079], [-0.6759, -2.4821, 4.0859], [-2.4129, -3.1010, 2.2698], [-3.5617, -4.6450, 2.9038], [-3.4872, -4.3714, 1.1080], [-1.1855, -5.2685, 1.0228], [-1.8959, -6.3191, 2.2608], [1.5209, 4.3019, -1.9269], [2.9956, 4.2399, -1.6770], [3.3286, 2.8825, -1.3124], [2.0721, 1.9359, -1.6665], [1.9355, 0.8919, -0.6668], [2.0682, 1.5822, -3.0407], [0.9472, 3.1227, -1.3498], [1.1965, 4.3539, -2.9703], [1.1292, 5.2351, -1.5180], [3.3007, 4.9558, -0.9194], [3.5655, 4.3481, -2.6022], [-1.7989, 1.7614, -2.3852], [-1.3203, 0.4917, -3.1539], [-1.2030, -0.5497, -2.1761], [-1.7806, -0.0865, -0.7168], [-0.8955, -0.6418, 0.2781], [-3.1818, -0.3521, -0.6250], [-1.5134, 1.4334, -1.0233], [-2.8759, 1.8776, -2.4805], [-1.1893, 2.6064, -2.6744], [-0.3063, 0.5790, -3.5430], [-1.9792, 0.1483, -3.9480], [-0.9976, 1.4784, 2.9742], [-0.0481, 2.6486, 3.0175], [1.2219, 2.0375, 2.7340], [1.2434, 0.5277, 3.4054], [2.1037, 0.5003, 4.5578], [1.5580, -0.4774, 2.4292], [-0.2968, 0.4980, 3.7883], [-1.2044, 1.1718, 1.9516], [-1.9261, 1.6193, 3.5217], [-0.1219, 3.2044, 3.9525], [-0.1363, 3.3303, 2.1710]],
  "lowdin_charge": [0.76, 0.61, -0.45, -0.34, -0.35, -0.37, -0.15, -0.18, -0.18, 0.72, -0.33, -0.20, -0.19, 0.14, 0.14, 0.14, 0.14, -0.20, -0.15, -0.17, 0.68, -0.26, -0.18, -0.20, 0.13, 0.14, 0.14, 0.14, -0.12, -0.12, -0.18, 0.65, -0.29, -0.20, -0.21, 0.13, 0.12, 0.12, 0.14, -0.13, -0.16, -0.18, 0.67, -0.20, -0.32, -0.18, 0.11, 0.14, 0.14, 0.14]
}